Entry w
Density functional theory data (wB97M-V/def2-TZVPD) for the molecule C3H7NO.

CARTESIAN COORDINATES (ANGSTROEM)
C: -1.86723 -0.28580 -0.31242
N: -0.55589 0.16668 0.10087
C: 0.65128 -0.13229 -0.46978
O: 0.79480 -0.64023 -1.56706
C: 1.80249 0.31952 0.43331
H: -1.78327 -0.93649 -1.18274
H: -2.53973 0.54734 -0.55221
H: -2.31617 -0.84812 0.51271
H: -0.48230 0.45748 1.05832
H: 2.25068 1.21904 0.00525
H: 2.58370 -0.43815 0.53001
H: 1.46163 0.57103 1.44375

Properties
Charge   0
Lowest unoccupied orbital energy   0.85 eV
HOMO-LUMO gap   0.388 Eh
SMILES   CNC(C)=O



Entry x
Density functional theory data (wB97M-V/def2-TZVPD) for the molecule C3H7NO.

CARTESIAN COORDINATES (ANGSTROEM)
C: 0.87855 -0.71554 0.43161
C: -0.48544 -0.43941 1.03252
C: -0.12640 0.13361 -0.29203
O: -0.75154 -0.46452 -1.40123
N: 0.05276 1.55315 -0.35447
H: 1.05950 -1.72884 0.07717
H: -0.06531 -0.94527 -1.87659
H: 1.74056 -0.23326 0.87839
H: -0.53381 0.22756 1.88654
H: -1.20824 -1.24758 1.01238
H: -0.80387 2.02349 -0.08432
H: 0.24322 1.83661 -1.30998

Properties
Charge   0
Lowest unoccupied orbital energy   1.00 eV
HOMO-LUMO gap   0.382 Eh
SMILES   NC1(O)CC1



Relative energies, in hartree, with the most stable structure set to zero: entry w 0.0000; entry x 0.0474.



Entry w
Density functional theory data (wB97M-V/def2-TZVPD) for the molecule C3H7NO.

CARTESIAN COORDINATES (ANGSTROEM)
C: -0.81515 -1.28518 0.80991
N: 0.41169 -0.59790 0.37923
C: 0.29342 0.24559 -0.80197
C: 0.99736 1.56325 -0.61784
O: 0.70773 2.55338 -1.22563
H: -1.65635 -0.60795 0.53429
H: -0.91196 -2.16144 0.18157
H: -0.77727 -1.58115 1.84716
H: 0.67751 -0.01587 1.16496
H: -0.81203 0.43685 -0.82673
H: 0.36106 -0.22814 -1.78776
H: 1.52401 1.67856 0.34281

Properties
Charge   0
Lowest unoccupied orbital energy   0.95 eV
HOMO-LUMO gap   0.372 Eh
SMILES   CNCC=O



Entry x
Density functional theory data (wB97M-V/def2-TZVPD) for a cluster of 2 separate species, C3H7NO in total.

CARTESIAN COORDINATES (ANGSTROEM)
C: -2.35819 -0.13572 0.00349
C: 1.72479 -0.50190 -0.02119
C: 0.83927 0.63703 0.46140
N: -1.81604 -1.01333 0.62816
O: 0.16069 1.29769 -0.43348
H: -3.46465 -0.27765 -0.29354
H: -1.77999 0.74088 -0.32787
H: 1.55497 -1.21895 0.61991
H: 2.79992 -0.23408 0.01610
H: 1.45697 -0.90968 -0.91514
H: 0.91862 0.97716 1.46110
H: -0.03635 0.63856 -1.19895

Properties
Charge   0
Lowest unoccupied orbital energy (spin up / spin down)   0.85 / -0.01 eV
HOMO-LUMO gap (spin up / spin down)   0.369 / 0.247 Eh



Entry y
Density functional theory data (wB97M-V/def2-TZVPD) for a cluster of 2 separate species, C3H7NO in total.

CARTESIAN COORDINATES (ANGSTROEM)
C: -1.38512 1.79418 0.94271
N: -0.61462 2.18211 0.03897
H: -2.32278 2.34310 1.06918
H: -1.23834 0.99428 1.67313
H: 0.36974 1.96094 -0.06200
O: 1.79823 -0.80076 -0.40267
C: 0.92740 -1.62484 -0.46684
C: -0.53876 -1.35792 -0.25699
H: 1.20327 -2.68906 -0.63644
H: -0.64176 -0.89195 0.72035
H: -1.13502 -2.24789 -0.40344
H: -0.77661 -0.53022 -0.93651

Properties
Charge   0
Lowest unoccupied orbital energy   1.00 eV
HOMO-LUMO gap   0.388 Eh
SMILES   CC=O.C=N



Relative energies, in hartree, with the most stable structure set to zero: entry w 0.0000; entry x 0.1273; entry y 0.0098.



Entry w
Density functional theory data (wB97M-V/def2-TZVPD) for a cluster of 2 separate species, C3H7NO in total.

CARTESIAN COORDINATES (ANGSTROEM)
C: -0.12258 0.70345 -2.00118
C: 0.78807 -0.17164 -1.47236
H: 0.31827 1.78657 -2.17034
H: -1.07402 0.46310 -2.41608
H: 1.83602 0.11595 -1.67030
H: 0.37763 -0.93676 -0.77163
C: 0.03959 -0.09536 1.30579
N: -0.72914 -0.58907 2.28912
O: 1.25669 -0.10376 1.28018
H: -0.49237 0.43950 0.49577
H: -0.53509 -1.43416 2.86901
H: -1.66307 -0.17781 2.26203

Properties
Charge   0
Lowest unoccupied orbital energy   0.89 eV
HOMO-LUMO gap   0.369 Eh
SMILES   NC=O.C=C



Entry x
Density functional theory data (wB97M-V/def2-TZVPD) for the molecule C3H7NO.

CARTESIAN COORDINATES (ANGSTROEM)
C: -1.03023 -0.97877 -0.35933
C: 0.46416 -0.68971 -0.16200
C: 0.76707 0.78402 -0.25693
N: 0.39027 1.49866 0.84033
O: 1.29947 1.31038 -1.21100
H: -1.23705 -2.04396 -0.29360
H: -1.63337 -0.51384 0.41676
H: -1.34336 -0.58476 -1.32790
H: 1.00261 -1.26335 -0.90172
H: 0.87340 -1.08754 0.77881
H: -0.02244 1.06552 1.64710
H: 0.46946 2.50338 0.82948

Properties
Charge   0
Lowest unoccupied orbital energy   0.90 eV
HOMO-LUMO gap   0.390 Eh
SMILES   CCC(N)=O



Entry y
Density functional theory data (wB97M-V/def2-TZVPD) for a cluster of 2 separate species, C3H7NO in total.

CARTESIAN COORDINATES (ANGSTROEM)
C: 1.91960 -1.13652 -0.74028
C: 0.14027 1.49645 0.94138
N: -1.03363 0.91801 0.71065
C: -1.35019 -0.39918 1.16565
O: -0.61420 -1.10286 1.78770
H: 2.58917 -0.70409 -1.48844
H: 1.00738 -1.48676 -1.23198
H: 2.41380 -1.98422 -0.26017
H: 0.05788 2.49031 0.45539
H: 1.66889 -0.38764 0.01739
H: -1.80290 1.34286 0.18959
H: -2.37439 -0.68858 0.86613

Properties
Charge   0
Lowest unoccupied orbital energy   -0.08 eV
HOMO-LUMO gap   0.332 Eh



Entry z
Density functional theory data (wB97M-V/def2-TZVPD) for the molecule C3H7NO.

CARTESIAN COORDINATES (ANGSTROEM)
C: -1.23262 -0.20990 -0.03405
C: 0.23505 0.18991 -0.10089
N: 0.68206 1.18962 -0.77598
O: -0.14185 2.28902 -0.50563
C: 1.21364 -0.87574 0.24409
H: -1.25907 -1.11439 -0.66868
H: -1.91244 0.51371 -0.48800
H: -1.60795 -0.50340 0.94555
H: -0.32303 1.98600 0.40993
H: 1.11874 -1.65280 -0.51142
H: 0.99213 -1.32026 1.22235
H: 2.23535 -0.49178 0.26273

Properties
Charge   0
Lowest unoccupied orbital energy   0.57 eV
HOMO-LUMO gap   0.353 Eh
SMILES   CC(C)=NO



Relative energies, in hartree, with the most stable structure set to zero: entry w 0.1028; entry x 0.0000; entry y 0.1251; entry z 0.1225.



Entry w
Density functional theory data (wB97M-V/def2-TZVPD) for a cluster of 2 separate species, C3H7NO in total.

CARTESIAN COORDINATES (ANGSTROEM)
C: -0.88044 -0.71073 1.75875
C: 0.11519 0.98063 -1.32234
C: 0.42246 -0.36645 -0.85613
N: -1.42745 -0.48352 0.65015
O: 1.40867 -0.66756 0.01802
H: -1.38447 -0.85233 2.67573
H: 0.22010 -1.01355 1.92524
H: 0.43050 1.33987 -2.43119
H: 0.62554 1.74200 -0.74568
H: -0.86240 1.13620 -1.02261
H: -0.08666 -1.21073 -1.25320
H: 1.41895 0.10618 0.60325

Properties
Charge   0
Lowest unoccupied orbital energy (spin up / spin down)   0.37 / 0.81 eV
HOMO-LUMO gap (spin up / spin down)   0.285 / 0.331 Eh



Entry x
Density functional theory data (wB97M-V/def2-TZVPD) for the molecule C3H7NO.

CARTESIAN COORDINATES (ANGSTROEM)
O: 1.88712 0.46209 0.58049
C: 1.21602 -0.57431 -0.08848
C: -0.20177 -0.20355 -0.52927
C: -1.29450 -0.07322 0.45889
N: -0.66542 1.11547 -0.11002
H: 1.22701 1.14832 0.75950
H: 1.15210 -1.45130 0.57196
H: 1.80127 -0.86298 -0.97096
H: -0.48785 -0.54088 -1.52492
H: -1.07539 -0.23959 1.51171
H: -2.30661 -0.33331 0.15518
H: -1.25198 1.55328 -0.81408

Properties
Charge   0
Lowest unoccupied orbital energy   1.02 eV
HOMO-LUMO gap   0.400 Eh
SMILES   OC[C@H]1CN1



Relative energies, in hartree, with the most stable structure set to zero: entry w 0.1030; entry x 0.0000.